2
Properties=species:S:1:pos:R:3:forces:R:3 method="wB97M-V/def2-TZVPD" e_homo_ev=-9.3424 energy_ev=-21667.18318 e_above_lowest_ev=1.814
S 0.0000 0.0000 1.1638 0.000 0.000 -5.876
S 0.0000 0.0000 -1.1638 0.000 0.000 5.876